# 1
The following is a DFT calculation (wB97M-V/def2-TZVPD) of C36H49N5O7 in the gas phase at a distorted geometry.

Geometry as XYZ:
```
97
Properties=species:S:1:pos:R:3
C -0.66 6.24 3.04
H -0.90 7.24 3.40
C 0.43 6.31 1.97
H 1.29 6.85 2.39
C 0.91 4.95 1.48
C -0.17 4.15 0.72
C -0.87 3.09 1.57
H -1.17 3.52 2.53
H -1.77 2.75 1.05
C 0.03 1.88 1.81
N -0.56 0.91 2.72
C -1.59 0.17 2.26
O -2.01 0.32 1.12
C -2.22 -0.86 3.20
C -3.15 -1.81 2.46
H -3.82 -2.29 3.18
H -3.75 -1.24 1.75
C -2.38 -2.92 1.72
N -1.71 -2.41 0.54
C -2.36 -2.24 -0.67
C -1.82 -1.48 -1.65
C -2.46 -1.25 -2.95
O -3.33 -1.91 -3.47
O -1.95 -0.14 -3.53
C -2.40 0.19 -4.85
C -1.41 -0.28 -5.88
C -0.57 0.61 -6.52
C 0.33 0.17 -7.47
C 0.41 -1.18 -7.77
C -0.41 -2.08 -7.12
C -1.32 -1.64 -6.17
H -1.97 -2.34 -5.67
H -0.34 -3.14 -7.35
H 1.12 -1.53 -8.51
H 0.98 0.87 -7.97
H -0.63 1.67 -6.29
H -3.38 -0.27 -5.01
H -2.49 1.28 -4.86
C -0.53 -0.73 -1.43
N 0.16 -1.31 -0.29
C -0.42 -1.94 0.74
O 0.19 -2.16 1.77
H 1.09 -0.96 -0.11
C 0.39 -0.83 -2.63
C 0.64 -2.08 -3.20
C 1.48 -2.19 -4.29
C 2.07 -1.05 -4.81
C 1.84 0.20 -4.24
C 1.01 0.30 -3.15
H 0.81 1.26 -2.71
H 2.32 1.07 -4.67
N 2.94 -1.16 -5.95
O 3.42 -0.14 -6.40
O 3.14 -2.27 -6.41
H 1.68 -3.15 -4.75
H 0.16 -2.96 -2.79
H -0.76 0.33 -1.24
C -3.67 -2.96 -0.82
H -3.53 -4.03 -0.67
H -4.06 -2.80 -1.82
H -4.39 -2.59 -0.09
H -3.06 -3.72 1.43
H -1.61 -3.33 2.37
H -2.78 -0.31 3.96
H -1.44 -1.44 3.70
C 0.00 0.86 4.06
C -0.33 2.11 4.87
H 0.03 1.99 5.88
H 0.16 2.98 4.44
H -1.41 2.28 4.88
H -0.39 -0.01 4.59
C 1.54 0.67 3.98
O 2.31 1.39 4.58
N 1.91 -0.35 3.19
H 1.22 -0.95 2.75
C 3.28 -0.77 3.06
C 3.45 -2.23 3.49
C 3.19 -2.42 4.98
C 3.34 -3.87 5.40
H 2.63 -4.50 4.86
H 4.34 -4.23 5.19
H 3.15 -3.99 6.47
H 3.90 -1.80 5.55
H 2.18 -2.07 5.22
H 4.46 -2.56 3.25
H 2.75 -2.84 2.92
H 3.89 -0.11 3.68
H 3.59 -0.66 2.01
H 0.99 2.18 2.21
H 0.20 1.38 0.85
H -0.91 4.85 0.33
H 0.29 3.65 -0.14
H 1.27 4.37 2.33
H 1.76 5.11 0.82
H 0.07 6.90 1.12
H -1.57 5.80 2.63
H -0.32 5.64 3.88
```

Properties
HOMO energy ... -8.79 eV
Maximum force ... 1.29 eV/A
Frontier orbital gap ... 0.3063 hartree
Energy relative to the best compared isomer or geometry (same formula, charge and spin) ... 8.0 kcal per mole


# 2
The following is a DFT calculation (wB97M-V/def2-TZVPD) of a molecular structure, C36H49N8O2S2ScSeSiTe.

Geometry as XYZ:
```
101
Properties=species:S:1:pos:R:3
Sc -1.13 -0.08 0.40
N 2.99 -1.60 0.12
C 1.58 -2.82 1.74
C -0.95 -3.45 1.44
N -1.35 -2.04 1.73
H 2.93 -1.15 -0.80
H 3.53 -2.45 -0.05
H 1.52 -2.09 2.56
H 2.53 -3.34 1.86
H -1.63 -4.14 1.94
H -1.08 -3.59 0.37
H -1.27 -1.83 2.72
H -2.36 -2.00 1.56
O -0.16 -2.04 -3.08
S -0.05 -1.62 -1.70
O -1.47 -1.49 -1.11
N 0.46 -0.15 -1.33
C 0.06 0.91 -2.18
C 0.23 0.93 -3.56
C -0.12 2.07 -4.29
C -0.58 3.20 -3.65
C -0.74 3.22 -2.25
C -1.10 4.39 -1.52
C -1.09 4.32 -0.12
C -0.89 3.12 0.52
N -0.68 1.92 -0.13
C -0.47 2.03 -1.52
C 0.91 -2.65 -0.76
C 0.93 -4.01 -1.14
C 1.01 -5.12 -0.27
C 0.84 -5.11 1.08
C 0.47 -3.87 1.86
C 1.59 -2.02 0.43
H 0.64 0.07 -4.06
H -0.01 2.07 -5.37
H -0.82 4.10 -4.21
H -1.30 5.31 -2.04
H -1.28 5.19 0.48
H -0.92 3.08 1.60
H 0.81 -4.22 -2.20
H 1.18 -6.08 -0.75
H 0.91 -6.05 1.63
H 0.43 -4.14 2.92
H 1.10 -1.08 0.70
C 4.50 3.61 1.10
C 3.05 3.57 1.66
N 2.42 2.31 1.31
C 2.40 2.15 -0.14
C 3.84 2.03 -0.69
N 4.77 2.26 0.48
C 4.59 1.17 1.50
C 3.11 1.19 1.93
H 5.26 3.76 1.87
H 4.64 4.35 0.32
H 2.46 4.39 1.25
H 3.07 3.67 2.75
H 1.88 3.00 -0.58
H 1.84 1.26 -0.39
H 4.08 2.77 -1.45
H 4.06 1.04 -1.07
H 5.73 2.24 0.14
H 5.29 1.37 2.31
H 4.85 0.22 1.02
H 3.01 1.26 3.01
H 2.65 0.26 1.60
S -5.38 -1.94 -4.28
C -4.81 -1.45 -2.68
C -4.41 -0.14 -2.43
C -3.91 0.16 -1.17
N -3.77 -0.74 -0.20
C -4.21 -1.97 -0.43
C -4.74 -2.37 -1.65
C -4.03 -1.44 -5.32
C -2.71 -1.42 -4.90
C -1.73 -1.09 -5.83
N -1.98 -0.79 -7.10
C -3.26 -0.83 -7.49
C -4.31 -1.13 -6.64
H -4.47 0.62 -3.19
H -3.57 1.17 -0.95
H -4.12 -2.69 0.37
H -5.05 -3.40 -1.80
H -2.40 -1.66 -3.89
H -0.70 -1.08 -5.51
H -3.46 -0.58 -8.52
H -5.33 -1.12 -7.01
Te -2.72 1.01 2.68
C 1.62 0.42 5.81
Si -0.18 0.67 5.34
C -1.20 -0.77 5.93
C -0.79 2.31 5.99
Se -0.15 0.80 3.05
H 1.72 0.26 6.89
H 2.22 1.30 5.55
H 2.05 -0.45 5.30
H -1.37 -0.71 7.01
H -0.68 -1.70 5.72
H -2.17 -0.79 5.43
H -1.04 2.23 7.05
H -1.68 2.64 5.45
H -0.01 3.07 5.88
```

Properties
HOMO energy (spin up / spin down) ... -4.85 / -4.79 eV
Maximum force ... 0.57 eV/A
Frontier orbital gap (spin up / spin down) ... 0.1534 / 0.1513 hartree
Energy relative to the best compared isomer or geometry (same formula, charge and spin) ... 88.1 kcal per mole


# 3
The following is a DFT calculation (wB97M-V/def2-TZVPD) of 8 unconnected molecules or ions with the total composition C36H49NO26P2 at a distorted geometry.

Geometry as XYZ:
```
114
Properties=species:S:1:pos:R:3
O -3.81 6.57 5.46
C -2.97 6.22 4.47
N -3.52 5.59 3.18
C -2.57 5.57 2.00
O -2.75 5.35 0.69
C -1.14 5.97 2.71
C 0.40 6.04 2.13
P 0.60 5.52 0.26
P 0.44 3.31 0.35
O 0.38 2.65 -1.09
O -0.96 2.84 1.31
O 1.84 2.77 1.30
C 1.71 6.48 3.06
C 1.39 6.85 4.66
C -0.14 6.79 5.31
C -1.35 6.37 4.29
H -3.80 4.58 3.26
H 1.92 5.90 -0.18
H -1.20 1.88 1.15
H 1.50 2.29 2.13
H 2.81 6.52 2.62
H 2.31 7.13 5.35
H -0.38 7.03 6.44
C 5.84 3.17 6.68
C 4.73 4.11 6.26
C 5.18 5.53 6.09
O 4.00 6.26 6.36
C 3.24 5.49 7.19
O 2.25 5.88 7.79
O 3.74 4.22 7.27
H 5.46 2.14 6.75
H 6.67 3.18 5.97
H 6.21 3.43 7.68
H 4.24 3.73 5.35
H 5.53 5.73 5.07
H 5.95 5.83 6.80
C -0.99 1.72 -3.36
C -0.39 1.18 -4.65
C -0.29 2.20 -5.74
O -0.37 1.42 -6.91
C -1.08 0.30 -6.58
O -1.51 -0.51 -7.38
O -1.24 0.20 -5.22
H -1.01 0.94 -2.60
H -0.42 2.57 -2.98
H -2.03 2.03 -3.51
H 0.58 0.71 -4.44
H 0.66 2.75 -5.70
H -1.11 2.93 -5.74
C -3.16 -2.50 -4.99
C -3.38 -3.74 -5.83
C -4.83 -4.11 -5.96
O -4.77 -5.52 -6.15
C -3.62 -5.94 -5.53
O -3.35 -7.11 -5.32
O -2.83 -4.88 -5.19
H -2.09 -2.25 -4.96
H -3.70 -1.64 -5.40
H -3.47 -2.66 -3.95
H -2.90 -3.63 -6.81
H -5.30 -3.63 -6.83
H -5.42 -3.90 -5.07
C -6.16 -1.53 0.62
C -5.76 -1.74 -0.83
C -5.16 -3.09 -1.09
O -4.32 -2.83 -2.20
C -3.96 -1.51 -2.13
O -3.09 -1.00 -2.80
O -4.72 -0.86 -1.19
H -6.62 -0.55 0.75
H -6.86 -2.29 0.96
H -5.28 -1.54 1.28
H -6.62 -1.54 -1.48
H -5.92 -3.83 -1.35
H -4.55 -3.47 -0.27
C 7.45 -1.88 5.75
C 5.93 -1.85 5.82
C 5.28 -1.91 4.47
O 4.06 -1.23 4.69
C 4.28 -0.36 5.72
O 3.51 0.53 6.06
O 5.48 -0.61 6.33
H 7.87 -1.88 6.77
H 7.81 -2.78 5.23
H 7.84 -0.99 5.25
H 5.57 -2.65 6.48
H 5.09 -2.94 4.14
H 5.84 -1.38 3.69
C -7.51 -6.44 -6.06
C -9.02 -6.41 -6.00
C -9.68 -6.46 -7.35
O -10.90 -5.78 -7.12
C -10.68 -4.91 -6.09
O -11.45 -4.02 -5.76
O -9.48 -5.16 -5.49
H -7.09 -6.43 -5.05
H -7.15 -7.33 -6.58
H -7.12 -5.55 -6.57
H -9.39 -7.20 -5.34
H -9.87 -7.49 -7.67
H -9.12 -5.93 -8.13
C 7.52 -1.14 0.20
C 8.80 -1.11 1.02
C 9.86 -2.02 0.49
O 10.60 -2.34 1.66
C 9.74 -2.21 2.71
O 9.98 -2.59 3.85
O 8.58 -1.61 2.32
H 6.80 -0.43 0.61
H 7.70 -0.89 -0.84
H 7.04 -2.13 0.26
H 9.16 -0.08 1.10
H 10.50 -1.54 -0.25
H 9.47 -2.96 0.07
```

Properties
HOMO energy ... -9.17 eV
SMILES ... O=C1NC(=O)c2c(PP(=O)(O)O)cccc21.C[C@@H]1COC(=O)O1.C[C@@H]1COC(=O)O1.C[C@@H]1COC(=O)O1.C[C@@H]1COC(=O)O1.C[C@@H]1COC(=O)O1.C[C@@H]1COC(=O)O1.C[C@@H]1COC(=O)O1
Maximum force ... 8.82 eV/A
Frontier orbital gap ... 0.2747 hartree


# 4
The following is a DFT calculation (wB97M-V/def2-TZVPD) of a molecular structure, C36H50BrN3NiOP2 at a distorted geometry.

Geometry as XYZ:
```
94
Properties=species:S:1:pos:R:3
C 0.79 -5.27 3.95
C 0.99 -4.77 2.66
C 0.89 -5.63 1.55
C 0.28 -6.87 1.75
N -0.06 -7.28 2.96
C 0.17 -6.52 4.03
C 1.38 -3.41 2.44
C 2.30 -2.58 2.48
C 2.84 -1.49 1.68
C 2.09 -0.32 1.75
C 2.24 0.63 0.74
C 3.03 0.22 -0.34
C 4.02 -0.74 -0.28
C 3.86 -1.68 0.73
Ni 1.20 -0.09 -1.30
P -0.70 -1.05 -0.72
H 1.35 -5.36 0.60
H 1.12 -4.73 4.82
H 0.08 -7.53 0.91
H -0.13 -6.91 4.99
H 4.45 -2.58 0.77
H 1.32 -0.28 2.52
H 4.82 -0.78 -1.00
H 1.83 1.63 0.78
C -2.18 -0.02 -1.15
C -3.55 -0.68 -1.16
H -1.98 0.45 -2.11
H -2.14 0.78 -0.40
H -4.28 0.02 -1.57
H -3.60 -1.59 -1.76
H -3.89 -0.96 -0.17
C -0.97 -2.78 -1.31
C -1.86 -3.69 -0.48
H 0.03 -3.23 -1.37
H -1.34 -2.73 -2.35
H -2.01 -4.64 -1.00
H -1.42 -3.92 0.50
H -2.85 -3.26 -0.32
C -0.99 -1.11 1.10
C -2.34 -1.40 1.74
H -0.72 -0.09 1.42
H -0.21 -1.79 1.49
H -2.22 -1.52 2.82
H -3.05 -0.58 1.58
H -2.82 -2.30 1.36
Br 2.81 1.37 -2.20
P 0.64 -0.41 -3.66
C -0.83 -1.22 -4.39
C -1.20 -0.79 -5.81
H -1.68 -1.04 -3.71
H -0.62 -2.30 -4.37
H -2.07 -1.38 -6.13
H -1.50 0.26 -5.89
H -0.40 -0.97 -6.53
C 0.29 1.34 -4.11
C 1.16 1.92 -5.21
H 0.34 1.94 -3.20
H -0.76 1.33 -4.42
H 1.11 3.02 -5.15
H 2.22 1.65 -5.16
H 0.80 1.62 -6.20
C 2.10 -1.18 -4.47
C 2.03 -1.67 -5.91
H 2.41 -2.00 -3.81
H 2.89 -0.42 -4.36
H 3.00 -2.09 -6.18
H 1.27 -2.44 -6.07
H 1.84 -0.85 -6.60
C 0.26 5.11 4.71
N 0.26 3.88 3.93
N -0.62 3.64 2.93
C -0.57 2.29 2.57
O -1.05 1.85 1.51
C 0.22 1.70 3.62
C 0.79 2.70 4.34
C 1.84 2.65 5.38
C -1.18 4.66 2.12
C -0.46 5.83 1.88
C -1.07 6.87 1.18
C -2.36 6.70 0.66
C -3.04 5.49 0.83
C -2.45 4.47 1.57
H 1.19 5.66 4.55
H 0.18 4.85 5.77
H -0.58 5.75 4.44
H 0.36 0.64 3.76
H 2.60 3.45 5.28
H 1.42 2.71 6.40
H 2.38 1.70 5.29
H 0.57 5.93 2.24
H -0.53 7.81 1.04
H -2.83 7.51 0.11
H -4.02 5.32 0.38
H -2.96 3.53 1.74
```

Properties
HOMO energy (spin up / spin down) ... -11.76 / -13.04 eV
Maximum force ... 3.91 eV/A
Frontier orbital gap (spin up / spin down) ... 0.2368 / 0.1471 hartree
Net charge ... +2
2S+1 ... 3


Q: The lowest maximum force belongs to which entry?
A: C36H49N8O2S2ScSeSiTe


Q: The highest maximum force belongs to which entry?
A: C36H49NO26P2